# C24H33N3O3

An isolated molecule of C24H33N3O3 in a non-equilibrium geometry (ωB97M-V/def2-TZVPD, the Open Molecules 2025 dataset).

Frontier orbital gap in eV: 9.0
Energy in hartree: -1324.37652
Energy above the lowest of the compared OMol25 structures with the same formula, charge and spin in eV: 0.886
LUMO energy in eV: 0.6262
SMILES: CCCc1ccc2oc(C(=O)N3CCC(C(N)=O)(N4CCCCC4)CC3)c(C)c2c1

```
! wB97M-V def2-TZVPD RIJCOSX def2/J DEFGRID3
* xyz 0 1
C -2.58400 -4.67783 4.82179
C -3.80926 -3.79373 5.01313
C -4.73789 -3.81752 3.79139
C -4.07018 -3.22634 2.58118
C -3.51821 -4.06368 1.60262
C -2.86461 -3.57038 0.49186
C -2.77014 -2.19308 0.37632
O -2.17953 -1.48411 -0.61133
C -2.34698 -0.15669 -0.29810
C -1.88544 0.91271 -1.20981
O -2.47276 1.98739 -1.21934
N -0.84467 0.66530 -2.04053
C 0.14843 -0.37109 -1.90325
C 1.41291 0.22999 -1.27859
C 1.99479 1.33363 -2.18205
C 2.45714 0.63728 -3.48192
N 3.56698 -0.10859 -3.28923
O 1.87943 0.69470 -4.54417
N 3.21890 1.91107 -1.60679
C 3.82781 2.92212 -2.46198
C 5.28608 3.12279 -2.05729
C 5.35268 3.59309 -0.60881
C 4.59602 2.60398 0.26989
C 3.16854 2.41271 -0.24422
C 0.88546 2.36617 -2.46036
C -0.41242 1.71390 -2.94119
C -3.03988 -0.00187 0.87285
C -3.42879 1.25667 1.55864
C -3.31659 -1.32746 1.34115
C -3.97061 -1.85398 2.45178
H -2.00220 -4.34246 3.96615
H -1.94968 -4.64502 5.70475
H -2.88145 -5.71054 4.65226
H -4.36828 -4.13311 5.88806
H -3.48883 -2.76624 5.19787
H -5.63878 -3.24556 4.02484
H -5.03320 -4.84828 3.58742
H -3.61152 -5.13300 1.72262
H -2.44604 -4.22253 -0.25805
H -0.22008 -1.18249 -1.28078
H 0.36812 -0.76943 -2.89858
H 2.15658 -0.54953 -1.10954
H 1.12467 0.65382 -0.31504
H 4.00720 -0.53932 -4.08561
H 4.10118 0.04898 -2.45004
H 3.77030 2.59673 -3.50273
H 3.30369 3.88857 -2.37910
H 5.75020 3.85415 -2.72050
H 5.82313 2.17790 -2.16049
H 6.39004 3.67688 -0.28042
H 4.89177 4.58008 -0.52629
H 4.56319 2.95695 1.30188
H 5.10723 1.63947 0.25449
H 2.66466 1.69158 0.39774
H 2.62993 3.37343 -0.17790
H 1.21606 3.06837 -3.22591
H 0.68750 2.91786 -1.53821
H -1.20570 2.46133 -2.99018
H -0.25515 1.27757 -3.92997
H -2.94001 1.32279 2.53095
H -4.50548 1.26907 1.72133
H -3.15488 2.11232 0.94999
H -4.39738 -1.19752 3.19534
*
```